Entry from OMol25: C5H14BPd as an isolated structure (ωB97M-V with the def2-TZVPD basis set).

Atoms and positions in Å:
B (2.69, -0.62, 0.62)
C (1.70, -0.10, -0.50)
C (0.51, 0.78, 0.05)
C (-0.78, -0.01, -0.33)
C (-2.07, 0.60, 0.28)
C (-3.18, -0.51, 0.23)
H (2.74, 0.09, 1.57)
H (2.39, -1.74, 1.02)
H (3.77, -0.77, 0.02)
H (2.27, 0.50, -1.35)
H (1.30, -1.01, -1.01)
H (0.57, 1.78, -0.40)
H (0.58, 0.91, 1.13)
H (-0.65, -1.03, 0.07)
H (-0.85, -0.02, -1.43)
H (-1.88, 0.90, 1.32)
H (-2.41, 1.47, -0.28)
H (-3.51, -0.73, 1.24)
H (-4.02, -0.18, -0.39)
H (-2.75, -1.41, -0.22)
Pd (3.58, 1.11, -1.64)

As for the charge: +1. The calculated total energy comes out at -9553.9993 eV. The HOMO energy is -14.3476 eV.

***

Entry from OMol25: C5H14ClO4SZn as an isolated structure (ωB97M-V with the def2-TZVPD basis set).

Atoms and positions in Å:
Zn (-36.96, 7.56, 8.59)
Cl (-38.96, 6.60, 9.33)
C (-41.79, 10.70, 10.05)
C (-42.03, 9.17, 9.94)
O (-41.42, 8.52, 11.11)
H (-40.90, 10.88, 10.65)
H (-42.64, 11.15, 10.57)
H (-41.70, 11.14, 9.06)
H (-41.60, 8.79, 9.02)
H (-43.10, 8.95, 9.89)
H (-41.10, 7.67, 10.82)
O (-35.80, 6.11, 9.94)
S (-35.63, 5.17, 11.07)
O (-34.35, 4.55, 11.27)
O (-35.90, 6.02, 12.52)
C (-35.37, 5.50, 13.76)
C (-36.46, 5.72, 14.76)
C (-37.01, 3.96, 11.22)
H (-34.59, 6.18, 14.09)
H (-35.05, 4.46, 13.70)
H (-36.65, 6.79, 14.75)
H (-36.24, 5.25, 15.72)
H (-37.31, 5.14, 14.40)
H (-37.89, 4.58, 11.04)
H (-36.95, 3.32, 12.10)
H (-37.03, 3.35, 10.32)

As for the charge: +1. Its energy above the lowest of the compared OMol25 structures with the same formula, charge and spin is 0.0 kcal/mol. The calculated total energy comes out at -85368.1422 eV. The HOMO energy is -12.5030 eV.

***

Entry from OMol25: C5H14IN2 as an isolated structure (ωB97M-V with the def2-TZVPD basis set).

Atoms and positions in Å:
C (-0.51, -2.03, -1.70)
C (1.28, -0.75, 0.60)
C (-0.86, -1.01, -0.63)
C (0.35, -0.13, -0.32)
C (0.10, 1.30, 0.30)
N (1.24, 1.96, 0.66)
N (-0.88, 1.08, 1.43)
I (-1.41, 2.97, -1.25)
H (-0.50, -1.33, -2.50)
H (0.46, -2.44, -1.52)
H (-1.30, -2.74, -1.92)
H (1.52, -1.87, 0.39)
H (0.90, -0.76, 1.64)
H (2.19, -0.20, 0.68)
H (-1.14, -1.55, 0.31)
H (-1.71, -0.50, -0.98)
H (0.82, 0.05, -1.26)
H (1.75, 2.19, -0.18)
H (0.91, 2.74, 1.18)
H (-0.37, 1.00, 2.35)
H (-1.56, 1.78, 1.57)
H (-1.28, 0.24, 1.15)

As for the charge: +1. Its energy above the lowest of the compared OMol25 structures with the same formula, charge and spin is 35.0 kcal/mol. The calculated total energy comes out at -16484.7363 eV. The HOMO energy (alpha / beta) is -13.0339 / -13.0344 eV.

***

Entry from OMol25: one molecule with the formula C5H14N (ωB97M-V with the def2-TZVPD basis set).

Atoms and positions in Å:
C (-0.75, -0.78, -1.21)
C (0.21, 0.38, -1.03)
C (0.19, 1.06, 0.34)
C (0.61, 0.15, 1.50)
C (2.08, -0.34, 1.36)
N (-2.22, -0.37, -1.05)
H (-0.62, -1.41, -0.33)
H (-0.72, -1.12, -2.23)
H (1.22, 0.15, -1.38)
H (0.13, 1.13, -1.84)
H (0.78, 1.98, 0.44)
H (-0.84, 1.41, 0.50)
H (0.55, 0.73, 2.43)
H (-0.08, -0.68, 1.65)
H (2.34, -0.25, 0.31)
H (2.04, -1.39, 1.66)
H (2.79, 0.12, 2.03)
H (-2.37, -0.17, -0.04)
H (-2.45, 0.48, -1.61)
H (-2.88, -1.07, -1.49)

As for the charge: 0. As for the expectation value of S²: 0.75. As for the spin multiplicity: 2. Its energy above the lowest of the compared OMol25 structures with the same formula, charge and spin is 42.2 kcal/mol. The calculated total energy comes out at -6898.5504 eV. The HOMO energy (alpha / beta) is -3.6690 / -11.4044 eV.

***

Entry from OMol25: an isolated ion of composition C5H14N and charge +1 (ωB97M-V with the def2-TZVPD basis set).

Atoms and positions in Å:
C (-2.10, -0.43, -1.08)
C (-1.23, -0.90, 0.10)
C (0.25, -1.11, -0.24)
C (0.93, 0.15, -0.75)
C (0.99, 1.32, 0.23)
N (1.41, 0.87, 1.61)
H (-2.87, -1.17, -1.29)
H (-1.50, -0.42, -2.00)
H (-2.58, 0.53, -0.97)
H (-1.61, -1.83, 0.50)
H (-1.33, -0.21, 0.95)
H (0.30, -1.88, -1.00)
H (0.74, -1.53, 0.65)
H (0.39, 0.55, -1.62)
H (1.93, -0.02, -1.18)
H (0.00, 1.74, 0.32)
H (1.72, 2.06, -0.08)
H (2.40, 1.08, 1.76)
H (0.88, 1.34, 2.35)
H (1.26, -0.14, 1.73)

As for the charge: +1. Its energy above the lowest of the compared OMol25 structures with the same formula, charge and spin is 6.9 kcal/mol. The calculated total energy comes out at -6895.5628 eV. As for the SMILES: CCCCC[NH3+]. The HOMO energy is -15.1625 eV.

***

Entry from OMol25: a 2-piece molecular cluster, C5H14N overall (ωB97M-V with the def2-TZVPD basis set).

Atoms and positions in Å:
C (-2.02, -0.72, 0.79)
C (0.37, 2.11, -0.50)
C (-0.29, 1.13, 0.48)
C (-1.34, 0.25, -0.18)
H (-1.31, -1.37, 1.31)
H (-2.70, -1.38, 0.27)
H (-2.56, -0.20, 1.57)
H (1.42, 2.27, -0.27)
H (-0.13, 3.08, -0.51)
H (0.29, 1.73, -1.52)
H (-0.80, 1.66, 1.28)
H (0.50, 0.56, 0.97)
H (-2.09, 0.93, -0.58)
H (-0.96, -0.28, -1.06)
C (2.08, -1.06, -0.69)
N (1.29, -1.73, 0.05)
H (2.14, 0.01, -0.56)
H (2.64, -1.58, -1.45)
H (1.29, -2.75, -0.01)
H (0.51, -1.29, 0.53)

As for the charge: +1. Its energy above the lowest of the compared OMol25 structures with the same formula, charge and spin is 32.8 kcal/mol. The calculated total energy comes out at -6894.4393 eV. The HOMO energy is -15.2344 eV.

***

Which of these has the highest calculated total energy? number 6